Formula: C39H103N3O17
Source: the Open Molecules 2025 dataset
Level of theory: ωB97M-V/def2-TZVPD

Geometry as XYZ:
```
162
Properties=species:S:1:pos:R:3:forces:R:3
C -1.337881 -2.974799 -1.528753 1.29 0.27 1.09
O -2.312153 -3.147041 -0.536498 0.19 -0.37 0.97
C -2.449602 -4.520066 -0.160941 0.78 -0.06 -0.83
C -3.677444 -4.744880 0.691950 0.25 -0.37 1.40
N -3.579541 -4.547449 2.160536 0.33 0.11 0.00
C -3.561318 -3.124408 2.589268 0.13 0.14 -3.53
C -3.515183 -2.918092 4.040076 0.93 -1.80 -0.04
O -2.300287 -3.528592 4.545326 -1.42 0.51 -2.43
C -2.136910 -3.413401 5.879416 1.57 -2.20 2.11
H -1.628932 -3.529620 -2.369579 -0.30 -0.79 -1.60
H -0.308975 -3.340258 -1.230768 -0.89 0.34 0.03
H -1.281187 -1.921794 -1.793012 -0.03 0.08 0.01
H -1.460129 -4.938517 0.263490 -1.51 0.70 -0.32
H -2.648292 -5.089318 -1.093453 0.30 0.11 0.18
H -4.030738 -5.756766 0.411684 0.12 0.26 0.74
H -4.479865 -4.085784 0.453440 -0.52 0.63 -0.99
H -2.715982 -4.955821 2.490101 0.04 -0.22 0.15
H -4.471640 -2.645736 2.157722 0.23 -0.33 0.55
H -2.753279 -2.549004 2.036371 -0.34 -0.55 0.81
H -4.410023 -3.373089 4.451220 -0.04 -0.11 0.66
H -3.472746 -1.883491 4.185659 -0.11 1.79 0.72
H -1.869807 -2.448421 6.263317 0.10 0.93 -0.03
H -1.288591 -4.127176 6.102672 -0.62 0.89 0.14
H -2.967686 -3.806918 6.462199 -0.46 0.07 0.04
C -2.022310 2.187219 4.673960 1.84 0.63 1.59
O -1.761869 1.161613 3.790821 -0.67 -0.22 -0.32
C -0.471863 0.694097 3.858703 2.15 -1.26 -0.55
C -0.488347 -0.595969 2.975952 0.04 -0.21 0.17
N 0.812955 -1.053080 2.482622 0.58 1.25 0.58
C 1.677083 -1.972125 3.201545 0.24 -0.70 0.50
C 1.038864 -3.359956 3.421584 1.10 1.96 0.91
O 0.942182 -4.010461 2.219851 -0.75 -1.66 -0.94
C 0.276446 -5.256621 2.455939 0.99 -0.31 -2.02
H -1.716924 1.916497 5.740936 -0.59 0.17 -1.09
H -3.036290 2.461311 4.612539 -1.33 0.13 0.05
H -1.426380 3.072537 4.417442 0.02 0.07 -0.01
H -0.122966 0.545325 4.896548 -0.47 -0.37 0.01
H 0.349300 1.383029 3.465785 -1.26 -0.35 -0.06
H -1.015560 -0.271908 2.080838 -0.08 0.19 -0.18
H -1.109446 -1.459871 3.311454 0.30 0.76 0.66
H 0.625384 -1.517200 1.642266 -0.27 -0.63 -1.68
H 2.047470 -1.560240 4.155266 -0.44 -0.03 -0.22
H 2.599582 -2.148624 2.605755 -0.55 0.32 0.13
H 0.054404 -3.267663 3.868204 -0.20 -0.02 0.44
H 1.735310 -3.891018 4.053306 0.08 -0.45 0.73
H 0.833462 -6.000165 3.018573 0.92 0.04 -0.03
H 0.042800 -5.683218 1.455549 0.03 0.20 0.81
H -0.575704 -5.140524 3.056610 -1.68 0.58 0.52
C -6.614254 0.218079 1.910973 -0.40 -0.42 -0.85
O -5.857428 -0.490949 0.927846 -0.22 -0.24 0.51
C -4.546207 -0.013555 0.714149 0.35 1.17 1.92
C -4.068291 -0.404153 -0.651116 0.74 0.11 -0.94
N -3.740557 0.754827 -1.507555 0.40 0.74 0.09
C -4.810059 1.765454 -1.639100 -1.67 -1.48 -0.62
C -4.789277 2.455438 -2.992279 0.38 0.83 0.61
O -3.787048 3.509171 -2.832668 -0.65 -0.39 -1.39
C -3.891943 4.584222 -3.773552 0.80 -0.12 0.01
H -6.925754 1.109168 1.399764 -0.18 1.03 0.20
H -6.132492 0.462776 2.870033 0.21 -0.35 -0.38
H -7.540288 -0.351309 2.064615 0.42 -0.06 0.22
H -3.900679 -0.447349 1.513252 -0.13 0.32 -0.42
H -4.482251 1.129160 0.858149 -0.20 -1.47 -0.22
H -4.865473 -0.964692 -1.153708 0.22 -0.08 0.12
H -3.146531 -1.028063 -0.606641 -0.85 0.31 0.03
H -2.987816 1.284093 -1.044377 -0.10 -0.59 -0.20
H -4.767624 2.474225 -0.847887 0.27 0.99 0.52
H -5.834654 1.330826 -1.481342 0.92 -0.24 -0.37
H -5.774286 2.903357 -3.236268 0.46 -0.04 0.19
H -4.542969 1.724196 -3.783169 0.18 0.43 0.15
H -4.833240 5.094671 -3.684783 -0.60 0.28 0.29
H -3.778162 4.339243 -4.835395 0.00 -0.69 0.13
H -3.073574 5.280143 -3.572400 -0.16 -0.08 0.27
C 4.640678 -5.440254 0.217162 0.16 1.30 0.96
C 3.858978 -4.862763 -0.954476 0.60 0.89 -0.33
C 2.457581 -5.355338 -0.931521 -1.62 -0.60 0.61
O 3.838803 -3.440101 -0.813082 -0.40 0.89 -0.35
H 4.316066 -4.870450 1.137820 0.21 -0.69 -0.84
H 5.735252 -5.284706 0.148722 -0.59 -0.24 -0.17
H 4.388886 -6.485547 0.348101 0.19 -0.25 0.02
H 4.385619 -5.122304 -1.919131 -0.63 0.15 0.71
H 1.752564 -4.784299 -1.550758 0.44 -0.10 -0.25
H 1.970088 -5.362212 0.078865 0.84 0.22 -0.55
H 2.468961 -6.382623 -1.257067 -0.30 -0.52 -0.30
H 3.141832 -2.983363 -1.369276 1.09 -0.94 0.27
C -2.754113 5.466356 1.183309 0.24 0.67 -0.86
C -2.363931 5.060581 -0.262910 1.13 0.10 2.59
C -0.923166 5.419459 -0.601562 -0.14 -0.26 -0.41
O -2.566374 3.668226 -0.254460 -0.45 -0.97 -1.74
H -2.338916 6.442480 1.427124 -0.08 0.19 0.03
H -2.441355 4.781378 1.962379 0.15 -0.38 -0.18
H -3.830389 5.545755 1.151458 -0.42 -0.01 0.52
H -3.037296 5.615583 -0.879086 -0.64 0.03 -0.96
H -0.774297 6.480668 -0.368480 0.14 -0.10 -0.37
H -0.724073 5.189829 -1.675879 0.05 0.29 0.72
H -0.240194 4.837023 0.027172 -0.09 0.06 -0.13
H -2.730108 3.395120 -1.190065 0.16 0.40 0.78
C 4.416759 -1.707400 -4.071846 0.30 0.75 0.51
C 3.056862 -1.140483 -3.757913 0.43 1.63 0.73
C 2.153411 -1.031857 -4.911326 -0.38 -0.79 -1.66
O 2.447030 -1.943916 -2.738338 1.04 -0.72 -0.17
H 5.071710 -1.256078 -3.315027 0.44 -0.44 -0.53
H 4.771342 -1.572711 -5.097859 -0.12 0.60 0.23
H 4.401950 -2.756981 -3.947656 -0.03 -1.28 0.41
H 3.183128 -0.106491 -3.365202 0.02 -0.54 0.10
H 2.058561 -2.067277 -5.277577 -0.45 0.26 -0.20
H 2.579599 -0.440780 -5.761293 -0.44 -0.19 0.90
H 1.185119 -0.658838 -4.568942 -0.03 0.12 -0.40
H 1.602880 -1.578683 -2.528554 -0.97 0.74 0.25
C 6.288442 0.374012 0.783635 -0.01 0.05 -0.69
C 5.928884 -1.034042 0.214291 -0.19 -0.55 0.74
C 7.081428 -2.042734 0.368753 0.40 1.94 -0.53
O 4.847712 -1.572740 0.976992 -0.54 0.67 1.13
H 6.967370 0.988163 0.167120 0.01 -0.72 -0.20
H 6.787738 0.327039 1.761680 -0.48 -0.24 -0.11
H 5.397604 1.006714 0.821569 -0.14 -0.31 0.38
H 5.506710 -1.006071 -0.795488 0.78 0.39 -0.29
H 6.831935 -3.001504 0.042895 -1.11 -1.75 0.07
H 7.463758 -2.019926 1.390843 -0.04 -0.16 -0.14
H 7.864883 -1.847414 -0.347876 0.76 0.74 0.01
H 4.257095 -2.125841 0.442717 0.60 -0.14 -0.23
C 3.316934 3.485633 3.261052 -0.30 1.79 -0.31
C 2.471521 4.698835 2.683572 -0.23 -2.52 0.32
C 3.322193 5.688271 1.957539 0.75 0.61 -0.49
O 1.475351 4.108593 1.797963 0.13 1.57 0.18
H 2.702118 2.806567 3.810798 -0.57 -0.26 0.60
H 4.123292 3.862456 3.900916 -0.07 -0.21 -0.15
H 3.698932 2.881899 2.444301 0.34 0.21 -0.24
H 1.874364 5.222990 3.462184 0.57 -0.41 -0.23
H 2.723158 6.545890 1.687313 -0.10 0.42 -0.06
H 3.791933 5.340256 1.038467 -0.32 -0.59 -0.20
H 4.203236 6.021834 2.511344 -0.34 0.12 0.50
H 1.704730 3.203412 1.584806 0.20 -0.75 0.11
O -1.702427 -0.044268 -3.556894 -0.13 0.03 -0.38
C -2.057834 -0.033354 -4.962672 -0.70 0.44 1.11
C -1.816102 1.373133 -5.573928 -0.67 -1.25 -1.92
O -2.014233 1.271130 -7.046629 0.46 -0.15 1.65
H -2.478798 0.241316 -3.021885 0.14 -0.06 -0.14
H -1.451589 -0.787398 -5.465465 0.29 0.13 0.00
H -3.113832 -0.425509 -5.045191 0.87 0.84 -0.22
H -0.845303 1.787520 -5.381305 0.82 -0.28 0.31
H -2.484043 2.138302 -5.247097 -0.88 0.21 0.38
H -1.347019 0.615619 -7.289186 -0.16 0.18 -0.39
O 0.915790 3.328851 -3.659828 0.22 0.82 -0.20
C 2.146250 4.052965 -3.583877 -0.37 -0.41 0.39
C 2.356614 4.843290 -2.293505 1.13 -2.05 -0.13
O 2.306242 3.920873 -1.188443 -0.08 -0.09 -1.29
H 0.962634 2.559975 -3.082660 0.12 -0.29 0.35
H 2.973803 3.358530 -3.678122 0.32 -0.21 -0.16
H 2.167008 4.743566 -4.426750 0.00 0.01 -0.03
H 1.615620 5.583599 -2.239764 -1.00 1.24 0.43
H 3.377286 5.246584 -2.342243 -0.26 0.40 -0.07
H 2.269309 4.401214 -0.371230 -0.23 0.42 0.83
O 1.965355 1.344024 1.376756 0.08 0.33 -0.29
C 2.052390 0.937886 0.033585 -0.87 -0.46 -0.54
C 0.690935 1.032682 -0.655408 -0.35 -0.42 -1.28
O 0.812995 0.805537 -2.107096 1.07 -0.15 0.91
H 1.558567 0.599081 1.841499 -0.13 -0.54 0.58
H 2.695361 1.599907 -0.476449 0.90 0.85 -0.54
H 2.465196 -0.066533 -0.067963 -0.01 -0.21 0.12
H 0.264335 2.017214 -0.582041 -0.07 0.56 0.59
H -0.011914 0.307873 -0.235482 -0.04 -0.09 0.07
H -0.001896 0.485575 -2.500967 -0.67 -0.03 0.02
```
Forces are in eV/Å.

Calculated values
E_HOMO   -8.86 eV
Orbital gap   9.5 eV
Lowest unoccupied orbital energy   0.654 eV
Net charge   0
Energy above the lowest of the compared OMol25 structures with the same formula, charge and spin   0.000 eV
SMILES   COCCNCCOC.COCCNCCOC.COCCNCCOC.CC(C)O.CC(C)O.CC(C)O.CC(C)O.CC(C)O.OCCO.OCCO.OCCO